Molecular formula: C56H98N14O8P2V2
Method: DFT, wB97M-V/def2-TZVPD

Results
* relative energy (zero: lowest compared OMol25 entry of this formula, charge and spin): 1.3534 eV
* <S²>: 12.02
* multiplicity: 7
* frontier orbital gap (alpha / beta): 2.33 / 2.63 eV
* highest occupied orbital energy (alpha / beta): 0.244 / -0.061 eV
* total charge: -2
* calculated total energy: -6132.01540 Eh

Each line ends with the Mulliken charge.
Atoms and positions in Å:
V 0.8028 1.8731 -0.8472  0.221
V -1.3825 -1.1492 -0.3873  0.541
P -0.3948 0.6459 0.8307  1.045
O 0.3016 1.9176 1.2796  1.585
O -1.1238 0.9816 -0.4342  -0.843
O -1.2239 -0.3849 1.5600  -0.411
O 0.4700 -0.0962 -0.1991  0.142
P 1.6180 3.3652 -2.8762  -0.023
O 0.7255 4.3950 -3.6148  -0.921
O 2.9978 3.9707 -2.7368  -0.918
O 1.4061 1.8314 -2.7786  0.001
O 1.2502 3.8304 -1.4493  -0.465
C 0.2008 -4.3619 4.7154  -1.353
C -0.9731 -3.8532 3.8873  0.158
C -1.0805 -2.3608 3.9030  2.729
C -1.3265 -1.7708 5.2260  -0.077
N -1.5509 -1.2981 6.2710  -0.726
H 1.1583 -4.0204 4.3221  0.199
H 0.2598 -5.4452 4.8202  0.426
H 0.1421 -4.0157 5.7472  0.383
H -1.8853 -4.3290 4.2472  0.462
H -0.7962 -4.2013 2.8696  -0.350
H -1.8705 -2.0722 3.2098  -0.728
H -0.2074 -1.8181 3.5409  -0.999
C 1.1013 2.7058 6.4046  -1.299
C 0.3100 1.6721 5.6175  -0.712
C -0.0617 2.0791 4.1580  3.458
C -0.9258 3.2867 4.1162  -0.167
N -1.6093 4.2291 4.0827  -0.715
H 1.5362 2.1963 7.2645  0.451
H 0.4734 3.5401 6.7174  0.326
H 1.9322 3.0424 5.7846  0.207
H -0.6328 1.3578 6.0653  0.426
H 0.9439 0.7872 5.5605  0.297
H -0.4904 1.1999 3.6771  -1.388
H 0.8620 2.3408 3.6417  -0.810
C 6.1444 -0.7855 -4.4638  -1.010
C 6.1216 0.6651 -4.1141  -0.417
C 4.7181 1.2853 -4.1228  1.157
C 4.0255 1.2092 -5.4342  0.001
N 3.4824 1.1756 -6.4579  -0.779
H 7.1642 -1.1617 -4.3823  0.446
H 5.6631 -0.9940 -5.4193  0.357
H 5.6523 -1.4486 -3.7523  -0.010
H 6.6462 1.2489 -4.8705  0.471
H 6.6852 0.8683 -3.2035  0.270
H 4.6896 2.3485 -3.8842  0.442
H 4.0951 0.7853 -3.3812  -0.887
C -1.2895 -6.6137 1.3451  -0.605
C -0.2960 -6.7693 0.1800  -0.816
C 0.7470 -5.7150 0.0581  -0.655
C 0.1460 -4.3844 -0.1211  0.350
N -0.2606 -3.2954 -0.2300  -0.416
H -0.7500 -6.6558 2.2913  0.216
H -1.9957 -7.4427 1.2988  0.448
H -1.8850 -5.7067 1.2412  -0.125
H -0.8740 -6.7891 -0.7439  0.314
H 0.1729 -7.7504 0.2550  0.407
H 1.3775 -5.8591 -0.8193  0.374
H 1.4243 -5.7436 0.9116  0.379
C -5.0432 -5.5963 0.2785  -0.886
C -5.5391 -4.8126 1.5233  -0.590
C -5.3891 -3.2752 1.3596  -0.448
C -4.0271 -2.8957 0.9162  -0.184
N -2.9529 -2.6434 0.6000  -0.191
H -5.5893 -5.4016 -0.6445  0.306
H -5.1924 -6.6651 0.4320  0.369
H -3.9593 -5.5066 0.2060  0.095
H -4.9468 -5.0919 2.3947  0.239
H -6.5603 -5.0273 1.8381  0.401
H -5.4883 -2.8112 2.3409  0.299
H -6.1193 -2.8265 0.6861  0.285
C -5.6311 2.4882 4.1387  -1.217
C -4.5563 1.4427 4.3166  -0.647
C -3.7279 1.2245 3.0384  3.348
C -4.5762 0.7527 1.9306  0.130
N -5.2931 0.3789 1.0806  -0.720
H -5.2568 3.4990 3.9768  0.192
H -6.3315 2.4961 4.9739  0.400
H -6.2797 2.2454 3.2970  0.328
H -4.9853 0.5103 4.6838  0.371
H -3.8309 1.7806 5.0566  0.384
H -3.0127 0.4183 3.2022  -1.374
H -3.1823 2.1246 2.7552  -1.008
C 6.1620 3.3002 1.2898  -0.995
C 6.4468 2.5617 -0.0771  -0.680
C 5.2341 2.7738 -0.9525  0.016
C 4.0827 2.0181 -0.4590  -0.257
N 3.1049 1.4309 -0.1124  0.354
H 7.0052 3.1044 1.9521  0.428
H 5.2691 2.8653 1.7389  0.069
H 5.9536 4.3679 1.2206  0.340
H 6.6471 1.5189 0.1686  0.236
H 7.3718 2.8607 -0.5702  0.449
H 5.3895 2.5178 -2.0006  -0.701
H 4.9739 3.8283 -0.8604  0.351
C 4.1036 -2.6503 2.7203  -1.573
C 2.6966 -2.1176 2.6671  -0.195
C 2.6351 -0.6383 2.1592  2.457
C 3.3367 0.3257 3.0401  -0.229
N 3.7934 1.1062 3.7662  -0.803
H 4.0836 -3.6370 3.1831  0.463
H 4.7909 -2.0112 3.2746  0.316
H 4.5222 -2.7369 1.7176  0.211
H 2.2594 -2.1794 3.6637  0.371
H 2.1077 -2.7878 2.0409  0.207
H 1.5934 -0.3259 2.0854  -0.811
H 3.1017 -0.6694 1.1746  -0.686
C -2.2590 0.4827 -5.7349  -1.492
C -2.2633 1.5002 -4.5386  1.182
C -1.5008 2.8068 -4.7604  0.470
C -1.7058 3.4180 -6.0634  0.058
N -1.9490 3.9372 -7.0467  -0.696
H -2.6174 0.9524 -6.6508  0.495
H -2.8563 -0.4046 -5.5249  0.285
H -1.2813 0.1307 -6.0641  0.234
H -1.9270 1.1076 -3.5790  -0.770
H -3.2998 1.8151 -4.4176  0.196
H -0.4545 2.5014 -4.7651  -0.395
H -1.6951 3.4568 -3.9072  0.249
C -7.1314 -1.4287 -2.8056  -1.209
C -6.4622 -0.1148 -3.3588  -0.754
C -5.5000 0.6159 -2.4259  -0.028
C -4.2999 -0.1729 -2.0406  0.064
N -3.3443 -0.7965 -1.7181  -0.743
H -7.7666 -1.2921 -1.9304  0.340
H -6.4550 -2.1930 -2.4229  0.252
H -7.8116 -1.9225 -3.4996  0.410
H -7.2603 0.5150 -3.7518  0.474
H -5.9317 -0.4158 -4.2621  0.235
H -6.0576 1.0084 -1.5755  0.457
H -5.1040 1.4744 -2.9683  0.122
C -3.9582 4.5233 1.4540  -1.522
C -2.6238 4.1679 0.7717  0.586
C -2.7803 3.4399 -0.6161  2.135
C -3.6071 4.1666 -1.6001  -0.135
N -4.2931 4.7266 -2.3450  -0.794
H -4.5972 3.6560 1.6197  0.165
H -4.4110 5.2432 0.7722  0.580
H -3.7608 5.0785 2.3710  0.403
H -2.0366 3.5244 1.4268  -0.990
H -2.0251 5.0740 0.6794  0.635
H -3.1933 2.4387 -0.4941  -0.432
H -1.7592 3.3275 -0.9807  -0.947
C 2.2656 5.9803 3.7026  -1.522
C 2.6726 4.6898 2.9361  0.407
C 1.7364 4.3621 1.7671  3.091
C 1.5564 5.4678 0.7949  -0.180
N 1.4091 6.3388 0.0105  -0.758
H 2.2131 6.8672 3.0710  0.381
H 3.0355 6.1778 4.4485  0.434
H 1.3036 5.8334 4.1936  0.293
H 2.6610 3.8589 3.6414  -0.080
H 3.6515 4.7687 2.4633  0.086
H 0.7978 4.1148 2.2630  -0.978
H 2.0282 3.4836 1.1916  -1.326
C 4.0914 -3.8376 -2.6421  -1.775
C 3.1788 -3.0582 -1.6501  -0.357
C 3.5698 -1.5963 -1.3621  3.825
C 4.8614 -1.3859 -0.6430  -0.368
N 5.8552 -1.2105 -0.0821  -0.805
H 4.9795 -4.2131 -2.1337  0.454
H 4.3920 -3.2112 -3.4819  0.174
H 3.5037 -4.6758 -3.0165  0.473
H 3.1026 -3.6142 -0.7156  0.298
H 2.2030 -3.0647 -2.1357  0.088
H 2.8290 -1.1340 -0.7097  -1.379
H 3.7246 -0.9474 -2.2241  -0.500
C 0.7761 -2.4657 -6.2798  -1.441
C 1.7838 -1.9543 -5.2869  0.016
C 1.2932 -0.8280 -4.3313  1.516
C 0.2003 -1.2460 -3.4064  0.097
N -0.6234 -1.5935 -2.6511  -0.883
H 0.5901 -1.7081 -7.0411  0.360
H -0.1763 -2.5572 -5.7576  0.282
H 0.9900 -3.4517 -6.6924  0.403
H 2.5810 -1.5090 -5.8820  0.305
H 2.1969 -2.7728 -4.6975  -0.074
H 0.9880 0.0412 -4.9138  0.577
H 2.0022 -0.4738 -3.5831  -1.535

Forces on atoms 1 to 3 (eV/Å):
V 0.56 2.21 -1.34
V 1.36 0.20 -1.64
P 1.25 1.93 -0.34

***

Molecular formula: C56H99BN2O20
Method: DFT, wB97M-V/def2-TZVPD

Results
* SMILES string: CCCCCCCCCCCCCC[C@](C[C@@H](O)CN)(OC(=O)CCCN)B(O)CC.O=C1CCCO1.O=C1CCCO1.O=C1CCCO1.O=C1CCCO1.O=C1CCCO1.O=C1CCCO1.O=C1CCCO1.O=C1CCCO1
* frontier orbital gap: 9.63 eV
* highest occupied orbital energy: -9.270 eV
* calculated total energy: -3832.51154 Eh

Each line ends with the Mulliken charge.
Atoms and positions in Å:
C 8.8603 -0.7630 1.8958  -1.175
C 8.0126 -0.7337 0.6123  0.016
C 7.2930 0.6056 0.5041  -0.827
C 6.2170 0.6181 -0.5659  0.197
C 5.4446 1.9394 -0.6383  -0.921
C 3.9444 1.7320 -0.7323  -0.556
C 3.1484 3.0396 -0.8023  -0.446
C 1.7730 2.8508 -0.1460  -0.932
C 0.6702 3.7787 -0.6651  -0.428
C -0.6880 3.1156 -0.4281  -0.392
C -1.8763 4.0661 -0.4684  -0.526
C -3.1951 3.2712 -0.5497  -0.422
C -3.5856 2.7726 0.8371  -0.897
C -4.6243 1.6562 0.8787  -2.191
C -4.1980 0.2715 0.3732  2.088
C -2.8647 -0.2076 0.9165  -1.060
C -2.8378 -0.6796 2.3682  0.858
O -1.5045 -1.1670 2.6072  -0.665
C -3.1649 0.3774 3.4301  -1.000
N -4.4945 0.1029 4.0034  -0.421
O -4.1722 0.4423 -1.0965  0.172
C -3.6852 -0.5595 -1.8909  0.409
O -2.4765 -0.6745 -2.0677  -0.649
C -4.6379 -1.4315 -2.6601  -0.800
C -5.8144 -0.6660 -3.3047  -0.753
C -7.1604 -1.1522 -2.8116  -0.505
N -7.3227 -2.5694 -3.1396  -0.411
B -5.4400 -0.6912 0.7953  1.627
O -6.6305 -0.0766 1.0128  -1.157
C -5.3827 -2.2762 0.9676  -0.088
C -5.9221 -2.7823 2.3089  -1.340
H 9.1511 0.2407 2.1960  0.177
H 8.2548 -1.1794 2.6944  0.298
H 9.7550 -1.3546 1.7908  0.381
H 7.2931 -1.5396 0.6762  -0.018
H 8.6269 -0.9243 -0.2634  0.322
H 6.8517 0.7974 1.4840  0.382
H 8.0418 1.3740 0.3097  0.314
H 5.5583 -0.2233 -0.3884  -0.336
H 6.7114 0.4360 -1.5180  0.401
H 5.6812 2.5655 0.2210  0.451
H 5.7781 2.4733 -1.5265  0.213
H 3.7300 1.1697 -1.6411  0.260
H 3.6128 1.1223 0.1056  0.342
H 3.0006 3.3504 -1.8313  0.380
H 3.7129 3.7874 -0.2494  0.300
H 1.8468 2.9638 0.9324  0.282
H 1.4752 1.8186 -0.3306  0.435
H 0.8400 4.0039 -1.7125  0.394
H 0.7140 4.6846 -0.0592  0.258
H -0.6262 2.6543 0.5577  0.209
H -0.7938 2.3126 -1.1527  0.255
H -1.8078 4.6174 -1.4061  -0.077
H -1.8811 4.7435 0.3801  0.357
H -3.9848 3.8935 -0.9573  0.236
H -3.0083 2.4701 -1.2563  0.119
H -2.6814 2.5466 1.3941  0.200
H -4.0232 3.6267 1.3572  0.399
H -5.4672 1.9601 0.2674  0.445
H -5.0098 1.5636 1.8880  0.650
H -2.4669 -1.0383 0.3415  0.339
H -2.1070 0.5714 0.8279  0.032
H -3.4698 -1.5376 2.5556  -0.289
H -0.9007 -0.4585 2.3754  0.417
H -2.4165 0.2590 4.2119  0.510
H -3.0857 1.3974 3.0816  0.160
H -4.4087 -0.6126 4.7077  0.240
H -4.8998 0.9218 4.4310  0.201
H -4.9975 -2.2675 -2.0731  0.264
H -4.0549 -1.8600 -3.4634  0.354
H -5.7150 0.4075 -3.1926  0.401
H -5.8008 -0.8924 -4.3672  0.387
H -7.2310 -0.9376 -1.7480  0.039
H -7.9230 -0.6160 -3.3644  0.515
H -8.2979 -2.8074 -3.1450  0.213
H -6.8823 -3.1673 -2.4543  0.211
H -7.3078 -0.7062 1.2941  -0.055
H -6.0512 -2.6910 0.2087  -0.040
H -4.4004 -2.6909 0.7581  0.490
H -6.8871 -2.3341 2.5344  0.089
H -6.0807 -3.8559 2.2799  0.461
H -5.2644 -2.5550 3.1396  0.231
O -8.4804 -5.4046 -2.8111  -0.576
C -7.7445 -6.0961 -3.4570  0.435
O -7.4823 -7.3773 -3.1292  -0.356
C -6.4862 -7.9226 -4.0158  -0.418
C -6.5516 -7.0572 -5.2673  -0.553
C -6.9557 -5.7009 -4.6898  -0.186
H -5.5158 -7.8639 -3.5194  0.256
H -6.7196 -8.9665 -4.2078  0.315
H -5.6198 -7.0439 -5.8280  0.340
H -7.3372 -7.4235 -5.9294  0.263
H -6.0947 -5.1102 -4.3750  0.117
H -7.5710 -5.1173 -5.3671  0.352
O 5.8896 -2.8306 -0.8454  -0.602
C 4.7222 -3.0270 -0.6656  0.518
O 3.8730 -2.0560 -0.2538  -0.320
C 2.5587 -2.6036 -0.0292  -0.437
C 2.5179 -3.8788 -0.8612  -0.255
C 3.9722 -4.3354 -0.8132  -0.364
H 2.4427 -2.7948 1.0404  0.237
H 1.8144 -1.8724 -0.3360  0.312
H 1.8087 -4.6141 -0.4833  0.426
H 2.2481 -3.6425 -1.8879  0.082
H 4.1846 -4.9574 0.0587  0.327
H 4.2769 -4.8489 -1.7188  0.037
O -10.3746 -0.1809 -0.0155  -0.602
C -10.3530 -1.3054 0.3826  0.500
O -9.4198 -1.7498 1.2682  -0.273
C -9.5798 -3.1710 1.4853  -0.391
C -11.0212 -3.4706 1.1039  -0.611
C -11.2822 -2.4456 0.0031  -0.331
H -8.8637 -3.7014 0.8566  0.193
H -9.3683 -3.3936 2.5284  0.402
H -11.1737 -4.5019 0.7992  0.354
H -11.6757 -3.2661 1.9530  0.267
H -10.9944 -2.8193 -0.9780  0.179
H -12.3129 -2.1046 -0.0205  0.329
O 2.9228 -3.6879 -3.9378  -0.578
C 3.7379 -4.3016 -4.5611  0.489
O 4.3296 -5.4214 -4.0843  -0.331
C 5.3447 -5.8774 -4.9983  -0.437
C 4.9628 -5.2784 -6.3458  -0.507
C 4.2987 -3.9665 -5.9292  -0.443
H 6.3125 -5.5200 -4.6422  0.271
H 5.3515 -6.9642 -5.0035  0.307
H 5.8113 -5.1567 -7.0153  0.329
H 4.2320 -5.9185 -6.8419  0.260
H 5.0216 -3.1576 -5.8163  0.268
H 3.5040 -3.6617 -6.6032  0.317
O -5.4059 5.4968 -0.6276  -0.514
C -6.5828 5.3701 -0.4599  0.435
O -7.3794 6.3868 -0.0555  -0.406
C -8.7197 5.9099 0.1631  -0.485
C -8.8328 4.6368 -0.6657  -0.637
C -7.4035 4.1017 -0.6123  0.033
H -8.8479 5.7225 1.2312  0.262
H -9.4218 6.6806 -0.1448  0.359
H -9.5824 3.9443 -0.2892  0.331
H -9.0932 4.8874 -1.6948  0.290
H -7.2341 3.4707 0.2615  0.030
H -7.1185 3.5676 -1.5140  0.336
O 12.2011 -1.0332 2.8133  -0.588
C 11.7899 -1.3745 3.8825  0.483
O 10.5837 -1.9755 4.0451  -0.273
C 10.3168 -2.1671 5.4453  -0.456
C 11.6787 -2.1445 6.1257  -0.631
C 12.4569 -1.1849 5.2295  0.312
H 9.6714 -1.3537 5.7848  0.252
H 9.7934 -3.1110 5.5782  0.341
H 11.6311 -1.8408 7.1696  0.357
H 12.1306 -3.1369 6.0837  0.307
H 12.3242 -0.1458 5.5327  -0.358
H 13.5140 -1.4284 5.1743  0.342
O 3.5237 8.2527 -2.9165  -0.577
C 2.3738 7.9883 -2.7372  0.313
O 1.4646 8.9103 -2.3327  -0.365
C 0.1914 8.2832 -2.0967  -0.417
C 0.2202 6.9993 -2.9141  0.025
C 1.7024 6.6333 -2.8708  -0.031
H 0.0946 8.0907 -1.0261  0.253
H -0.5990 8.9634 -2.4038  0.332
H -0.4415 6.2281 -2.5236  -0.204
H -0.0770 7.2081 -3.9428  0.315
H 1.9471 6.0364 -1.9914  -0.032
H 2.0310 6.1270 -3.7736  0.436
O 12.6694 1.8512 8.3361  -0.576
C 12.3499 2.4919 7.3816  0.429
O 11.9967 1.9177 6.2036  -0.293
C 11.7654 2.9294 5.2026  -0.407
C 11.4595 4.1985 5.9872  -0.516
C 12.3012 4.0023 7.2483  -0.422
H 12.6659 3.0220 4.5929  0.266
H 10.9417 2.6155 4.5666  0.277
H 11.6875 5.1070 5.4344  0.335
H 10.4020 4.2230 6.2528  0.270
H 13.3201 4.3713 7.1243  0.254
H 11.8506 4.4480 8.1297  0.300

Forces on atoms 1 to 3 (eV/Å):
C -0.38 -0.02 -0.50
C 0.31 0.30 0.67
C 0.01 -0.57 -0.13